(1)
A 2-piece molecular cluster, C4H13NOS overall at a distorted geometry. Source: the Open Molecules 2025 dataset; level of theory: ωB97M-V with the def2-TZVPD basis set.

Each line ends with the natural charge from an NBO analysis.
Cartesian coordinates (Å):
C (-0.2354, 2.1623, -1.1975)  -0.208
N (-0.5656, 1.2748, -0.0042)  -0.681
C (-1.1128, -0.0760, 0.0470)  -0.248
C (0.0833, -0.9497, 0.3710)  -0.469
S (-0.2683, -2.8109, 0.4635)  -0.109
C (-0.2369, 1.3825, -2.4790)  -0.634
H (0.8205, 2.4002, -1.0242)  0.190
H (-0.9956, 2.9479, -1.0345)  0.200
H (-1.0202, 1.9484, 0.5903)  0.368
H (-1.8626, -0.1929, 0.8382)  0.207
H (-1.6694, -0.4019, -0.8744)  0.188
H (0.2713, -0.6628, 1.4210)  0.204
H (0.9410, -0.9666, -0.2964)  0.223
H (0.7057, -3.1107, -0.4563)  0.129
H (0.2136, 0.3959, -2.4028)  0.216
H (0.1187, 2.0139, -3.2853)  0.224
H (-1.2958, 1.1215, -2.7868)  0.203
H (1.6522, 1.5283, 1.2289)  0.475
H (1.7757, 0.8499, 2.5239)  0.460
O (2.0531, 1.6689, 2.1038)  -0.937

Forces on the atoms, in the same order (eV/Å):
C 0.0 -2.3 1.6
N -0.1 1.3 0.4
C -0.2 0.0 -1.8
C -0.7 -1.9 1.3
S 0.6 0.6 -0.7
C -2.8 0.0 -0.9
H -0.4 1.0 0.0
H 1.0 0.2 -1.2
H -0.3 -0.7 0.7
H 0.3 0.3 0.0
H 0.7 0.3 0.5
H 0.8 -0.2 -0.7
H -0.1 0.9 0.2
H -0.7 0.0 0.6
H 0.7 0.3 0.0
H 0.5 -0.3 -0.2
H 0.9 0.4 0.3
H 0.0 0.4 0.1
H 0.2 0.0 0.4
O -0.3 -0.4 -0.5

Values from the calculation:
**Frontier orbital gap**: 9.59 eV
**Multiplicity**: 1
**Energy relative to the best compared isomer or geometry (same formula, charge and spin)**: 1.725 eV
**SMILES**: CCNCCS.O


(2)
BrClH2O2Si as an isolated structure at a distorted geometry. Source: the Open Molecules 2025 dataset; level of theory: ωB97M-V with the def2-TZVPD basis set.

Each line ends with the natural charge from an NBO analysis.
Cartesian coordinates (Å):
O (-1.3006, 0.1360, -1.1336)  -0.352
O (-0.0295, 0.0941, 1.4096)  -1.145
Si (0.5792, -0.3454, -0.0703)  1.272
Cl (0.9250, -2.2585, -0.6064)  -0.388
Br (2.2523, 1.0544, -0.3532)  -0.346
H (-1.5151, 1.0564, -1.0545)  0.427
H (-0.9113, 0.2630, 1.8083)  0.531

Forces on the atoms, in the same order (eV/Å):
O -1.2 -1.5 -0.6
O -0.4 -0.3 0.5
Si -0.8 1.5 0.2
Cl 0.5 -1.5 0.4
Br 1.3 0.5 0.2
H -0.4 1.8 0.1
H 1.0 -0.5 -0.8

Values from the calculation:
**Frontier orbital gap (spin up / spin down)**: 6.00 / 6.66 eV
**Multiplicity**: 3
**Energy relative to the best compared isomer or geometry (same formula, charge and spin)**: 0.000 eV


(3)
C31H66BNNbO8S as an isolated structure at a distorted geometry. Source: the Open Molecules 2025 dataset; level of theory: ωB97M-V with the def2-TZVPD basis set.

Each line ends with the Löwdin charge.
Cartesian coordinates (Å):
C (2.5558, -0.0456, 1.9772)  -0.137
C (2.2471, -0.8783, 0.7096)  -0.238
B (0.6818, -1.1672, 0.6759)  -0.601
O (0.2566, -2.4914, 0.8394)  -0.005
Nb (-0.9918, 0.5004, 0.3423)  1.054
N (-2.5996, -0.8859, 0.2889)  -0.122
C (-3.3823, -0.5734, 1.1412)  -1.065
S (-4.6332, -0.4483, 2.1337)  0.536
H (3.5960, -0.1506, 2.2930)  0.051
H (2.3559, 1.0080, 1.7804)  0.049
H (1.8931, -0.3384, 2.7915)  0.045
H (2.7781, -1.8390, 0.7826)  0.070
H (2.5663, -0.3554, -0.1957)  0.075
H (0.3139, -2.8056, 1.7514)  0.071
H (-0.8279, 0.4639, -1.4977)  -0.109
H (-2.0507, 1.9963, 0.5011)  -0.105
H (-0.9698, 0.5408, 2.1982)  -0.108
H (0.3905, 1.6877, 0.2884)  -0.135
C (-4.7684, 4.4529, -2.9040)  -0.170
C (-3.2495, 4.4593, -3.0781)  -0.164
C (-2.7773, 4.0672, -1.6839)  -0.215
O (-3.7925, 3.2136, -1.1534)  -0.176
C (-4.9584, 3.2674, -1.9628)  -0.210
H (-5.3188, 4.3412, -3.8389)  0.103
H (-5.0963, 5.3771, -2.4206)  0.107
H (-2.9552, 3.6986, -3.8057)  0.104
H (-2.8439, 5.4175, -3.4008)  0.108
H (-2.6743, 4.9450, -1.0369)  0.113
H (-1.8290, 3.5306, -1.6805)  0.094
H (-5.0450, 2.3327, -2.5320)  0.100
H (-5.8357, 3.3603, -1.3191)  0.115
C (-3.3668, -4.8948, 2.5230)  -0.163
C (-3.2834, -4.8767, 4.0485)  -0.171
C (-1.7959, -4.6293, 4.2721)  -0.215
O (-1.3506, -3.8434, 3.1729)  -0.152
C (-2.3639, -3.8131, 2.1516)  -0.193
H (-4.3634, -4.6845, 2.1372)  0.111
H (-3.0456, -5.8670, 2.1390)  0.109
H (-3.8676, -4.0430, 4.4433)  0.113
H (-3.6317, -5.7955, 4.5213)  0.105
H (-1.2380, -5.5745, 4.2864)  0.113
H (-1.5874, -4.0921, 5.1997)  0.113
H (-2.8314, -2.8295, 2.1479)  0.071
H (-1.8884, -3.9709, 1.1853)  0.114
C (0.2541, 0.7378, -5.4798)  -0.171
C (1.5188, -0.0477, -5.1401)  -0.175
C (2.2005, 0.8881, -4.1497)  -0.218
O (1.1634, 1.5790, -3.4666)  -0.164
C (-0.0871, 1.3572, -4.1302)  -0.224
H (-0.5553, 0.1210, -5.8696)  0.105
H (0.4776, 1.5144, -6.2167)  0.108
H (1.2556, -0.9872, -4.6494)  0.113
H (2.1441, -0.2751, -6.0043)  0.103
H (2.8341, 1.6174, -4.6723)  0.111
H (2.8147, 0.3605, -3.4173)  0.113
H (-0.6870, 0.6794, -3.5211)  0.049
H (-0.6186, 2.3065, -4.2169)  0.112
C (-5.5478, -0.9115, -4.0174)  -0.166
C (-5.9036, -0.9366, -5.5023)  -0.175
C (-5.3103, 0.3832, -5.9805)  -0.218
O (-4.1716, 0.6328, -5.1622)  -0.151
C (-4.1719, -0.2626, -4.0417)  -0.199
H (-5.5380, -1.8946, -3.5496)  0.112
H (-6.2531, -0.2809, -3.4713)  0.112
H (-5.4050, -1.7753, -5.9942)  0.110
H (-6.9730, -1.0129, -5.6979)  0.106
H (-6.0260, 1.2048, -5.8557)  0.113
H (-4.9966, 0.3566, -7.0260)  0.112
H (-3.3828, -1.0066, -4.1911)  0.118
H (-3.9466, 0.2943, -3.1321)  0.111
C (2.2696, 5.7351, -0.8515)  -0.171
C (1.3576, 6.4908, 0.1127)  -0.171
C (0.2116, 6.8975, -0.8053)  -0.217
O (0.1048, 5.8763, -1.7916)  -0.156
C (1.2531, 5.0168, -1.7275)  -0.193
H (2.9516, 5.0450, -0.3571)  0.112
H (2.8603, 6.4395, -1.4441)  0.107
H (0.9964, 5.8157, 0.8906)  0.118
H (1.8349, 7.3454, 0.5927)  0.105
H (0.4242, 7.8533, -1.3018)  0.111
H (-0.7426, 6.9852, -0.2821)  0.112
H (0.9613, 4.0641, -1.2802)  0.106
H (1.6117, 4.8303, -2.7402)  0.115
C (2.9461, -2.7685, 5.7417)  -0.162
C (3.9204, -1.8602, 6.4891)  -0.168
C (3.7211, -0.5397, 5.7537)  -0.206
O (2.3686, -0.5261, 5.3159)  -0.142
C (1.7880, -1.8204, 5.4610)  -0.191
H (2.6461, -3.6520, 6.3056)  0.111
H (3.3892, -3.0911, 4.7988)  0.086
H (3.6228, -1.7660, 7.5367)  0.108
H (4.9547, -2.2042, 6.4579)  0.101
H (4.3753, -0.4809, 4.8759)  0.112
H (3.9016, 0.3356, 6.3809)  0.114
H (1.0721, -1.7984, 6.2909)  0.117
H (1.2456, -2.0697, 4.5478)  0.114
C (7.0589, -3.5332, 1.7270)  -0.170
C (6.5113, -4.7380, 2.4907)  -0.169
C (5.4319, -4.0896, 3.3486)  -0.221
O (4.9396, -2.9822, 2.5999)  -0.153
C (5.7915, -2.7204, 1.4865)  -0.205
H (7.5715, -3.7958, 0.8023)  0.108
H (7.7544, -2.9738, 2.3571)  0.111
H (6.0626, -5.4503, 1.7950)  0.113
H (7.2608, -5.2636, 3.0817)  0.108
H (5.8414, -3.7132, 4.2942)  0.113
H (4.5982, -4.7567, 3.5729)  0.116
H (5.2827, -3.0358, 0.5699)  0.119
H (5.9723, -1.6470, 1.4256)  0.119

Forces on the atoms, in the same order (eV/Å):
C -0.2 0.1 -0.5
C -0.1 -0.4 0.3
B 0.8 0.7 0.8
O -0.2 0.3 0.0
Nb -2.1 -0.7 -1.5
N 0.1 0.9 0.5
C -0.7 -1.0 -0.7
S 0.2 0.2 0.2
H 0.0 -0.1 0.1
H -0.1 0.0 0.1
H 0.2 0.0 0.2
H 0.1 0.0 -0.2
H 0.1 0.0 0.0
H 0.0 -0.1 0.0
H 0.6 -0.2 -0.2
H 0.8 0.3 1.0
H 0.6 -0.1 0.0
H -0.1 0.0 -0.1
C 0.0 0.0 0.0
C 0.0 0.0 0.0
C 0.0 0.0 0.0
O -0.2 0.0 0.0
C 0.1 0.0 -0.1
H 0.0 0.0 0.0
H 0.0 0.0 0.0
H 0.0 0.0 0.0
H 0.0 0.0 0.0
H 0.0 0.0 0.0
H 0.0 0.0 0.0
H 0.0 0.0 0.0
H 0.0 0.0 0.0
C 0.1 -0.1 0.1
C -0.1 0.0 0.0
C 0.0 0.0 0.0
O 0.1 0.0 -0.1
C 0.0 0.0 -0.1
H 0.0 0.0 0.0
H 0.0 0.0 0.0
H 0.0 0.0 0.0
H 0.0 0.0 0.0
H 0.0 0.0 0.0
H 0.0 0.0 0.0
H 0.0 0.0 0.0
H 0.0 0.0 0.0
C 0.0 0.1 0.0
C 0.0 -0.1 0.0
C 0.0 0.1 0.0
O 0.0 0.1 -0.2
C 0.0 -0.1 0.0
H 0.0 0.0 0.0
H 0.0 0.0 0.0
H 0.0 0.0 0.0
H 0.0 0.0 0.0
H 0.0 0.0 0.0
H 0.0 0.0 0.0
H 0.0 0.0 0.0
H 0.0 0.0 0.0
C -0.1 0.1 0.0
C 0.0 0.0 0.0
C 0.0 0.0 0.0
O 0.0 0.0 0.0
C 0.1 0.0 0.0
H 0.0 0.0 0.0
H 0.0 0.0 0.0
H 0.0 0.0 0.0
H 0.0 0.0 0.0
H 0.0 0.0 0.0
H 0.0 0.0 0.0
H 0.0 0.0 0.0
H 0.1 0.0 0.0
C 0.0 0.1 0.0
C 0.0 0.0 0.1
C 0.0 0.0 0.0
O 0.0 0.1 -0.1
C 0.0 -0.1 0.1
H 0.0 0.0 0.0
H 0.0 0.0 0.0
H 0.0 0.0 0.0
H 0.0 0.0 0.0
H 0.0 0.0 0.0
H 0.0 0.0 0.0
H 0.0 -0.1 0.0
H 0.0 0.0 0.0
C 0.0 0.0 -0.1
C 0.0 0.0 0.0
C 0.0 -0.1 -0.1
O -0.1 0.1 0.2
C 0.0 0.0 0.0
H 0.0 0.0 0.0
H 0.0 0.0 0.0
H 0.0 0.0 0.0
H 0.0 0.0 0.0
H 0.0 0.0 0.0
H 0.0 0.0 0.0
H 0.0 0.0 0.0
H 0.0 0.0 0.0
C 0.0 0.0 0.0
C 0.0 0.0 0.0
C 0.0 0.1 0.0
O -0.1 0.0 0.1
C 0.0 0.0 -0.1
H 0.0 0.0 0.0
H 0.0 0.0 0.0
H 0.0 0.0 0.0
H 0.0 0.0 0.0
H 0.0 -0.1 0.0
H 0.0 0.0 0.0
H 0.0 0.0 0.0
H 0.0 0.0 0.0

Values from the calculation:
**Frontier orbital gap**: 6.37 eV
**Multiplicity**: 1
**Charge**: -1